An isolated molecule of C5H8N2 at a distorted geometry. Source: the OMol25 dataset; level of theory: ωB97M-V with the def2-TZVPD basis set.

```
15
Properties=species:S:1:pos:R:3:forces:R:3
N -0.19534 1.57515 -0.67378 0.164 0.149 -0.156
N -0.69033 -3.12713 0.40938 -0.239 0.972 -0.371
C 1.41872 -0.19846 0.23591 0.013 0.023 -0.015
C -0.84010 -2.08475 -0.06817 0.185 -0.875 0.378
C -0.58783 1.34972 0.71910 -0.133 0.010 0.294
C -0.91620 -0.77226 -0.71609 -0.023 0.054 -0.060
C 0.01203 0.25915 -0.08242 0.084 -0.122 0.069
H 1.94333 -0.52266 -0.67088 -0.087 0.033 0.106
H -1.66038 1.36475 0.90140 0.162 0.003 -0.034
H 0.01355 1.79322 1.51044 -0.067 -0.099 -0.133
H 1.41259 -1.03687 0.94081 -0.018 0.130 -0.125
H -0.64093 -0.91157 -1.76718 0.009 0.034 0.096
H 1.98890 0.62062 0.68899 -0.097 -0.119 -0.089
H 0.68489 2.08186 -0.72440 -0.114 -0.036 0.029
H -1.94291 -0.39079 -0.70313 0.161 -0.156 0.013
```
Forces are in eV/Å.

## Properties
* HOMO level: -10.021 eV
* Kohn-Sham gap: 0.39980 Eh
* net charge: 0
* lowest unoccupied orbital energy: 0.86 eV
* energy: -8293.7417 eV
* energy relative to the best compared isomer or geometry (same formula, charge and spin): 1.255 eV

***

A structure of composition C33H68AlCl2F6LiMgN3NaO14P2S3 at a distorted geometry. Source: the OMol25 dataset; level of theory: ωB97M-V with the def2-TZVPD basis set.

```
135
Properties=species:S:1:pos:R:3:forces:R:3
Cl 2.31022 4.05821 0.14313 -0.287 -1.628 0.885
Cl 3.36819 -0.11348 1.33409 -1.297 0.784 -0.655
S -3.48573 1.93548 1.47407 -0.660 0.161 0.863
S 5.07639 7.97183 2.50230 -0.175 -0.143 0.033
S -2.45599 3.98509 3.49465 -1.911 -1.597 -0.291
P 1.60631 -0.05927 -3.26324 -3.710 1.742 -4.189
P -0.38859 0.15481 1.74467 -0.598 -0.677 0.828
Al -1.31050 0.13393 -11.42163 -0.570 -0.074 -0.391
Mg 4.68949 2.71324 -3.67389 0.944 0.605 0.062
Na -2.81051 5.98721 -4.02200 -0.151 0.189 0.197
F -0.41051 -5.67246 -0.11948 -0.757 -0.440 -0.596
F 0.28744 0.48029 -12.17663 -1.665 -0.428 1.125
F -1.33406 -1.56263 -10.81770 0.241 2.093 -0.614
F -1.58235 1.26453 -10.04634 0.535 -1.311 -1.495
F -0.24075 -2.86532 -1.20497 2.797 0.826 -0.990
F -2.61306 0.35357 -12.64579 1.725 -0.255 1.610
O 0.49215 -0.52649 -0.65065 2.760 0.094 -0.849
O -4.47428 4.72343 -2.51746 -0.556 -2.199 -1.676
O 6.11306 6.51169 -0.75712 -0.416 -0.253 0.335
O -3.21117 5.90064 -1.14462 -0.222 0.160 -1.090
O 1.93756 -5.66669 2.80756 -6.745 4.566 -3.471
O 4.43222 6.71435 3.00665 0.114 0.449 -0.208
O 2.17147 -5.74242 -5.37861 -0.492 5.859 5.808
O 2.79366 0.23979 -7.76420 1.653 0.727 2.534
O 2.82636 -0.80074 -4.32756 -2.060 2.426 0.434
O -4.68837 6.83422 -2.61635 0.688 1.182 -0.690
O -2.76287 -6.90232 4.45295 0.009 -0.345 -0.031
O 0.96483 -4.66116 0.85710 0.807 1.442 3.487
O 2.24179 1.59267 -3.09281 0.232 -2.651 -0.255
O 0.19725 0.11134 -3.96836 5.078 -0.855 2.617
N -4.63890 2.22140 4.11717 3.398 0.640 -0.754
N -1.33588 -8.62499 4.25670 -0.712 0.456 0.127
N 0.88769 -2.88379 -3.31082 -1.407 0.131 2.022
C 3.96585 8.69529 1.27082 -0.152 -0.036 -0.022
C 2.39531 0.04501 -9.11316 -0.593 -0.448 -1.673
C -0.16699 1.81471 -0.56704 -0.048 0.269 -0.398
C -3.57506 2.75285 3.15257 0.263 0.450 0.595
C -0.90442 2.90812 0.35750 -0.508 2.261 -0.526
C 0.60021 -0.44942 3.24314 0.332 -1.932 1.189
C -4.66401 2.99159 5.41725 -1.566 0.265 1.699
C 1.09600 -2.58516 -1.85572 -0.831 -1.002 0.134
C -4.52315 0.72697 4.31856 -1.111 -2.192 -0.359
C 1.93515 2.73861 2.75671 0.766 0.966 0.584
C -1.48956 -1.39872 1.32280 -0.369 -0.276 0.680
C 0.88290 -4.97608 2.29053 4.872 -3.629 2.895
C 4.82751 9.25133 3.75770 -0.101 -0.006 0.095
C 5.60423 5.42044 -0.20500 0.573 -0.956 -0.594
C -2.57190 2.94207 0.20533 1.654 1.615 -0.566
C -0.38347 -4.62074 3.29164 -0.572 -0.137 0.604
C 2.18056 -3.49870 -1.05400 0.293 -0.214 1.484
C 0.71609 0.62178 0.20999 -1.612 1.174 -0.057
C 1.86387 -1.36135 -9.29775 -0.091 -0.033 0.168
C -5.42404 4.47308 5.27720 1.028 -0.377 -0.006
C 0.71925 -4.34168 -3.63926 0.854 -0.935 -1.587
C 1.49284 -0.97921 -1.54853 0.818 -1.897 -0.423
C -5.86478 -0.00724 3.64912 -0.147 -0.048 0.107
C -2.56604 -1.15044 0.12590 -0.996 -0.943 0.364
C 0.06077 -4.58597 4.90422 0.111 0.029 -0.152
C 1.82610 -3.49946 0.58208 1.931 0.121 -0.618
C -2.59642 -8.11807 4.38640 0.489 0.592 -0.042
C 2.49360 2.53016 1.24886 2.020 -0.521 1.433
C -4.08140 5.89736 -2.04366 1.025 1.794 3.408
C -0.93527 -10.00814 4.16285 0.435 0.149 -0.056
C 2.20096 1.12033 0.49842 1.144 1.002 -2.120
C 2.11754 -4.78670 -4.44292 -0.156 -4.155 -3.837
C -3.74234 -9.09011 4.44256 -0.267 0.008 0.026
Li 4.08949 1.38805 -6.39161 -0.581 0.051 -0.478
H -4.68191 5.25939 5.76554 -1.879 -1.487 -1.063
H -2.13121 -1.56324 2.31729 1.535 0.510 -1.964
H -0.90582 -3.59708 3.05913 1.288 -2.014 -0.013
H 1.40995 -2.47259 0.95889 0.482 -2.005 -0.792
H -4.48512 0.41939 5.47024 -0.067 1.016 -2.493
H -2.92891 4.08109 0.17800 0.700 -2.524 0.259
H 3.76926 9.31578 4.02061 0.060 -0.073 -0.067
H 0.55373 2.37054 -1.30045 -1.232 -1.078 1.354
H -0.40527 -10.14535 3.21681 -0.034 -0.289 0.098
H -0.99642 1.30916 -1.26148 2.021 0.703 1.663
H 1.21726 -4.44014 5.00752 -2.272 -0.242 -0.178
H 0.84584 2.41852 2.98643 1.847 0.598 -0.727
H 4.34428 9.67401 0.96672 0.050 -0.113 0.046
H 2.60627 -1.03315 -1.19886 -2.111 0.397 -0.004
H 1.54817 -1.52642 -10.33170 -0.028 0.078 0.164
H -0.50860 -3.68735 5.42668 1.214 -1.923 -1.126
H 2.73576 1.27106 -0.56358 -1.338 -0.404 2.232
H 3.11436 -4.18327 -4.20819 -2.005 -1.032 -0.297
H -0.61575 -7.91121 4.22578 -0.140 -0.235 -0.040
H 1.01125 -1.54057 -8.63463 0.009 0.112 -0.240
H -3.57787 0.23587 3.82600 -1.637 1.279 0.822
H -2.80052 2.52197 -0.87135 -0.056 0.436 2.371
H 5.87473 5.21144 0.84401 -0.039 0.643 0.670
H 4.50471 5.34686 -0.15093 -0.594 0.677 0.269
H 3.93530 8.03481 0.40112 0.172 0.034 0.162
H 2.67061 2.16156 3.48910 -1.609 1.063 -1.648
H -0.24902 -5.58157 5.46807 0.638 2.131 -1.379
H 2.56321 -0.47881 -5.26125 -0.075 -0.958 1.955
H -1.25051 -5.44013 3.25018 2.027 1.605 -0.431
H 2.62868 -2.10129 -9.04016 0.093 0.005 -0.116
H -0.05463 -2.44806 -3.54768 1.738 -0.261 0.397
H -0.13903 -4.42734 -4.46497 1.898 -0.031 2.029
H -5.36933 2.37267 6.15552 1.600 1.079 -1.769
H -5.71514 -1.17673 3.55287 -0.242 2.396 0.370
H -1.78328 -10.69279 4.20597 0.107 0.230 0.000
H 5.85074 4.45366 -0.67599 0.399 -0.139 -0.645
H 5.17845 10.21204 3.37384 0.010 -0.117 -0.030
H 3.25616 0.22774 -9.76346 -0.110 0.052 -0.021
H -6.49031 4.47148 5.81477 2.525 -0.002 -1.268
H 2.23358 -4.62767 -1.34558 -0.446 2.183 0.310
H 2.06963 3.89342 3.02624 -0.374 -2.562 -0.650
H 3.48700 -0.41279 -7.56610 -0.554 -0.425 -0.532
H -2.75840 -2.19871 -0.40468 0.552 2.402 0.984
H -0.25351 -10.22175 4.99018 -0.046 -0.290 -0.113
H -3.59927 -0.85364 0.64594 2.350 -0.491 -1.313
H 2.99635 1.73695 -3.74490 -1.664 -0.897 0.513
H -4.68275 -8.54263 4.54655 0.304 0.000 -0.029
H 2.95979 8.79379 1.68533 0.107 -0.044 0.083
H -6.81051 0.20392 4.33696 2.037 -0.451 -1.518
H -0.59274 3.98003 -0.07735 -0.644 -2.348 0.971
H -2.28360 -0.33735 -0.66309 -0.384 -1.676 1.551
H -5.09732 5.15603 -3.13596 -0.747 -1.236 -0.145
H -6.10208 0.39813 2.56059 0.676 -0.679 2.375
H -5.52706 4.70621 4.13461 0.067 -0.309 2.278
H -0.81905 -2.35198 1.22647 -1.281 1.774 -0.267
H 2.86258 -3.72128 1.13070 -2.200 0.540 -1.084
H -3.78281 -9.67435 3.51911 0.005 -0.093 0.183
H 3.68545 2.52043 1.39670 -2.827 -0.019 -0.516
H -3.62995 -9.75133 5.30615 -0.028 -0.088 -0.187
H -3.62625 3.06286 5.97065 -1.851 -0.021 -1.423
H 1.62135 0.78090 -9.35034 0.166 -0.057 0.234
H 0.51524 -5.03662 -2.71215 0.282 1.307 -1.869
H -0.17889 -1.01084 3.95497 1.440 1.300 -1.645
H 3.30314 -3.09567 -1.10638 -2.596 -0.582 -0.251
H 1.08920 0.37206 3.91739 -0.808 -1.558 -1.657
H 5.40589 8.98384 4.64489 -0.036 -0.059 -0.184
H -0.61737 2.96897 1.48536 -0.515 -0.445 -2.133
H 1.37029 -1.30932 2.93705 -1.431 2.022 0.810
```
Forces are in eV/Å.

## Properties
* HOMO level: -7.749 eV
* Kohn-Sham gap: 0.04645 Eh
* net charge: 0
* lowest unoccupied orbital energy: -6.49 eV
* energy: -177538.5514 eV
* energy relative to the best compared isomer or geometry (same formula, charge and spin): 17.021 eV

***

A cluster of 2 separate species, C8H12FNO2 in total at a distorted geometry. Source: the OMol25 dataset; level of theory: ωB97M-V with the def2-TZVPD basis set.

```
24
Properties=species:S:1:pos:R:3:forces:R:3
F 0.71935 2.97822 -0.04293 0.759 -0.586 -0.507
O -2.13715 1.69799 -0.34501 -0.647 -3.599 -4.213
O -1.73507 -3.01315 -0.94148 -0.444 0.557 0.542
N -1.79836 -0.56563 -0.94184 0.198 -2.607 -1.826
C -1.88929 -1.55047 1.07358 -0.008 -1.531 -1.811
C -2.01716 0.36375 0.00526 0.558 2.934 1.108
C 2.28465 -0.36346 -0.87583 0.982 2.443 0.571
C 1.83103 0.88372 -0.09062 -1.186 0.782 -1.072
C 1.32413 1.95762 -0.76179 -0.122 -0.791 0.176
C -1.80047 -1.80340 -0.27741 0.605 0.071 0.583
C 1.99771 0.81102 1.37798 -0.611 -1.107 0.115
C -1.99066 -0.17559 1.27252 0.370 -0.781 -4.368
H 3.18022 -0.88902 -0.50909 0.186 0.937 -0.188
H 3.00723 0.39102 1.43904 0.348 0.993 0.941
H -2.13906 -2.23926 1.82639 0.214 -1.029 0.660
H 1.45148 -0.08142 1.68389 -0.505 -0.061 0.210
H 1.23836 2.16036 -1.88127 0.185 -0.573 1.770
H 1.63371 1.63674 2.01982 0.895 -0.283 -0.584
H -2.35208 0.13876 2.13997 -1.140 2.167 3.361
H 2.36809 0.17584 -1.79081 1.031 -0.724 -1.544
H -1.56611 -0.57742 -1.97894 -0.662 1.032 2.215
H -1.24363 -2.95475 -1.75879 0.281 0.142 -0.188
H 1.64014 -1.16237 -1.03356 -2.072 -1.047 0.148
H -2.00706 2.18091 0.39092 0.785 2.659 3.901
```
Forces are in eV/Å.

## Properties
* HOMO level: -7.255 eV
* Kohn-Sham gap: 0.28114 Eh
* net charge: 0
* lowest unoccupied orbital energy: 0.40 eV
* energy: -16790.0405 eV
* energy relative to the best compared isomer or geometry (same formula, charge and spin): 0.000 eV